(1)
13
Properties=species:S:1:pos:R:3:mulliken_charge:R:1 method="wB97M-V/def2-TZVPD" total_charge=0 relative_energy_kj_mol=260.6 homo_energy_ha=-0.38059 smiles="CN=C=O.C#CCl.Cl" e_lumo_ha=0.0124 e_tot_ev=-32808.48782
N -0.58486 -1.56068 -1.26344 -0.23
O -1.48290 0.28602 -0.17933 -0.57
C 1.43083 1.72625 1.85835 -0.24
H -2.71093 1.47278 -0.24200 0.37
H 1.49605 3.20427 3.50338 0.33
C -0.96748 -0.59644 -0.70786 0.58
Cl -3.69447 2.28779 -0.10631 -0.31
C 0.54919 -2.37562 -1.54846 -0.61
Cl 1.60414 0.70662 0.59767 -0.10
H 0.27287 -3.41672 -1.47447 0.28
C 1.73246 2.52998 2.69594 -0.01
H 1.30155 -2.30297 -0.64866 0.24
H 1.05355 -1.96128 -2.48481 0.25

***

(2)
79
Properties=species:S:1:pos:R:3:mulliken_charge:R:1 method="wB97M-V/def2-TZVPD" total_charge=+1 relative_energy_kj_mol=86.9 homo_energy_ha=-0.39341 e_lumo_ha=-0.0919 e_tot_ev=-147410.34506
H -0.52611 -4.12200 1.25009 0.41
H -0.53159 -2.48638 -8.00018 0.40
C -0.84435 -1.76837 -7.26079 -0.50
H -5.57068 4.12409 1.19877 0.42
H 4.13753 3.21472 0.79419 0.44
H -1.40895 4.61235 0.33525 0.50
H 3.17799 -1.73858 -1.98135 0.48
H 1.71426 -2.82115 1.62232 -0.20
C 3.20236 -3.82805 0.50246 -0.33
C -1.18990 3.40049 -2.81214 -0.44
H -2.08233 -3.16616 -6.20473 0.41
H 4.64788 1.56476 1.24208 0.31
C 4.08437 2.43931 1.55313 -1.15
H -5.42334 1.75370 0.60136 0.45
C 3.71985 -3.50428 -0.72936 -1.03
C 2.44647 0.01746 5.33974 -0.73
H 3.41380 -4.64910 1.15677 0.49
N 2.20781 -1.95195 -0.15025 -0.25
C -3.33467 1.83352 0.13624 -0.44
C -1.33858 0.93614 -2.98411 -0.53
C 3.09142 -1.17972 5.03722 0.90
C 2.23980 0.97466 4.36446 -0.57
C -1.14284 2.18977 -2.24295 0.03
C 2.66058 0.73193 3.06676 0.55
H -3.10628 -1.46038 0.80627 0.38
O 1.96756 1.18498 0.57236 -0.39
C -1.67963 0.09116 -5.34974 -0.19
H 0.12289 -3.97020 2.89056 0.45
C -0.77000 0.44327 -6.34403 0.01
C -0.67218 -3.65188 2.21900 -1.51
Sb -0.66890 -1.48259 2.03975 0.62
C 3.29093 -0.45671 2.74462 -0.35
N 2.30871 -2.87371 0.80965 0.48
H -2.39115 2.60474 -5.89020 0.62
H 4.08326 -2.92095 5.79687 0.38
S -0.63168 2.00718 -0.51234 0.33
H -1.61829 -3.98913 2.62897 0.43
C -0.36764 -0.46911 -7.30327 -0.95
C -2.29346 3.99394 0.39798 -0.18
H 3.67448 -1.70447 7.01962 0.39
C -4.62659 3.71478 0.87679 -0.51
H -0.37457 1.44950 -6.34937 0.43
C 3.06460 -2.32041 -1.08852 -0.40
H 4.44828 -4.04596 -1.29406 0.42
C -2.09440 1.10952 -4.31239 1.36
H 1.76613 1.91240 4.61023 0.48
H -1.61692 -1.80536 4.58301 0.49
C -4.54225 2.37260 0.54471 -0.84
H -3.28551 -2.04089 2.46837 0.55
I 0.69918 0.04311 -3.19448 0.10
Li 1.01238 -0.18390 -0.02536 0.94
C 3.50340 -1.40650 3.72719 -0.90
H -0.95091 -0.17729 4.42298 0.41
C 3.33516 -2.19472 6.10823 -1.50
S 2.32644 1.96700 1.78982 0.24
C -3.50576 4.52607 0.80184 -0.75
C -2.14379 -1.21968 -5.33089 0.14
O -0.67362 0.54238 -0.26355 -0.36
H 3.61914 -0.62590 1.73101 0.36
H 2.41080 -2.72627 6.34149 0.31
C -2.02488 2.49484 -4.88054 -1.25
H -3.10058 -0.30697 2.15305 0.33
C -1.72496 -2.15083 -6.26445 -0.60
H -1.60203 4.54166 -4.61310 0.45
H 4.00178 -2.33260 3.47835 0.39
H 0.12738 -1.54811 4.65937 0.22
H 2.10651 0.19563 6.34937 0.42
C -0.79293 -1.22385 4.18664 -1.28
C -1.60360 3.55159 -4.18477 -0.93
H -3.15670 0.93060 -4.07232 0.56
H 4.46016 2.81847 2.49791 0.44
H -1.81544 0.17709 -2.36439 0.31
H -3.57811 5.57145 1.05695 0.43
H -3.25273 0.78848 -0.11978 0.49
H -0.95146 4.28825 -2.24682 0.43
C -2.80221 -1.30208 1.83517 -1.39
C -2.22097 2.64969 0.06947 0.67
H 0.32488 -0.17193 -8.07643 0.40
Br -3.36473 -1.78519 -3.97177 -0.18

***

(3)
12
Properties=species:S:1:pos:R:3:mulliken_charge:R:1 method="wB97M-V/def2-TZVPD" total_charge=0 relative_energy_kj_mol=266.0 homo_energy_ha=-0.37448 smiles=O.O.O.O e_lumo_ha=0.0114 e_tot_ev=-8317.91912
H 25.88100 36.39900 16.01200 0.32
H 25.59900 35.94600 14.55700 0.30
H 24.52100 32.57800 13.10200 0.28
H 27.70300 37.18900 17.48100 0.36
H 26.24400 32.66700 14.67700 0.31
O 26.84900 37.94500 17.31700 -0.73
H 27.19000 38.51000 16.39800 0.35
O 24.71500 33.39600 13.37200 -0.64
H 23.94300 33.86100 13.89300 0.34
O 26.55300 33.03800 15.47500 -0.63
O 25.99400 35.73800 15.46300 -0.66
H 26.46700 33.98500 15.41500 0.40

***

(4)
11
Properties=species:S:1:pos:R:3:mulliken_charge:R:1 method="wB97M-V/def2-TZVPD" total_charge=0 relative_energy_kj_mol=192.3 homo_energy_ha=-0.39757 smiles=CC(O)(O)O e_lumo_ha=0.0264 e_tot_ev=-8312.51536
C 0.06284 -0.51760 -0.09164 0.86
C 0.18305 0.88151 -0.42629 -1.12
H -1.53159 -1.31944 -0.52068 0.30
O 0.81765 -0.71175 1.40160 -0.59
O -1.30370 -0.75685 0.20042 -0.50
H 0.26966 -0.37305 2.07233 0.28
H -0.77161 1.26044 -0.03891 0.32
O 0.52981 -1.38741 -1.06933 -0.51
H 1.09285 -1.99179 -0.53277 0.35
H 1.01649 1.31056 0.10794 0.31
H 0.05194 1.14810 -1.51539 0.30

***

(5)
115
Properties=species:S:1:pos:R:3:mulliken_charge:R:1 method="wB97M-V/def2-TZVPD" total_charge=0 relative_energy_kj_mol=157.2 homo_energy_ha="-0.24546 / -0.26235" e_lumo_ha="-0.0468 / -0.0344" e_tot_ev=-65147.20254
H -2.45392 4.16700 1.42569 0.34
H -3.73099 0.65847 4.46953 0.45
H 0.93989 -1.46587 -6.26858 0.49
H 2.05316 -0.36269 6.15497 0.48
C 3.56757 0.34004 -3.03020 -0.04
H 2.08897 1.27665 5.49525 0.38
H 2.74263 1.72312 -0.01944 0.60
C 1.03237 -0.85983 -5.36123 -1.40
H 2.33157 -3.27238 -5.27675 0.46
H -4.40069 -2.76876 3.60084 0.21
H 0.34914 2.10171 4.41748 0.45
H -0.25943 -1.43729 4.35985 0.05
H 4.38568 0.37679 -3.73757 0.40
H -2.76241 2.93846 3.65949 0.14
C -1.66196 4.75790 1.89585 -2.07
C 5.17493 2.94280 -2.60255 -1.60
H -2.79074 -1.79665 -4.33266 0.18
O 0.47888 -1.29087 -2.40323 -0.44
H -3.13375 -4.42987 0.49905 0.16
H 6.28880 0.42818 -2.73589 0.32
H -1.74804 -3.59786 -4.86718 0.18
C -1.99260 -2.99669 -2.91252 0.13
C 1.55605 0.32110 5.46223 -2.23
H -2.79800 0.39225 -1.02934 -0.57
C -2.92118 0.01675 4.09506 -0.70
C 3.49621 -0.86883 -5.62419 -2.32
H 3.36001 -2.95636 -3.86825 0.31
C 6.23164 0.84399 -1.72700 -1.65
H -2.12001 5.65212 2.32477 0.45
H -1.39164 -4.75886 -3.70911 0.26
N -3.58080 0.26302 -3.38484 0.19
H -4.24352 -0.57132 -5.23383 0.34
H 0.63319 4.35716 4.44688 0.29
H 4.98630 1.66875 0.60919 0.46
H -3.27349 2.21006 -2.57650 0.33
C -4.71775 -2.06118 2.82349 -1.14
Ba -0.58432 -1.50451 -0.05988 2.13
O -1.36445 -4.16144 1.55011 -0.40
H 6.14968 0.01201 -1.02098 0.34
H -5.64703 -1.58656 3.16548 0.39
H -2.49208 4.51224 4.43697 0.54
H -3.41993 1.29773 1.12820 -0.01
C -4.06053 1.45907 -2.71474 -1.02
C 2.70574 1.12601 -0.92152 -0.65
H -0.96209 5.08030 1.11995 0.37
C -0.32785 2.35759 1.14083 -1.06
H -1.75224 -3.34004 1.91389 0.14
H 7.17230 1.36649 -1.53207 0.48
H -0.80556 2.97640 0.39040 0.66
C 3.74090 1.07051 -1.79053 -0.11
C 1.45356 0.49776 -1.24661 0.41
H 3.61299 0.36043 3.65668 0.35
H 0.84078 -2.15817 3.18234 0.21
C 0.95279 0.26490 1.63288 1.88
C 1.57592 -0.29500 4.06401 2.29
H 4.37332 3.20793 -0.02406 0.36
H 1.00771 0.19502 -5.65463 0.36
H -2.60218 0.12986 -5.26872 0.35
H -2.46232 -6.25865 2.86240 0.31
C -3.15862 -5.65884 2.27020 -1.16
C 0.12467 4.86147 3.62088 -1.71
N -1.91983 -3.93463 -3.93372 -0.60
N 0.31754 0.83524 -0.63120 -0.69
H -1.54527 3.10297 4.92875 0.25
C 5.05299 1.81625 -1.56501 1.92
H -4.85842 1.89364 -3.31170 0.41
C 2.47126 -0.38874 -3.35879 -0.54
C -3.60490 0.22751 -4.84111 -1.14
H 3.11522 -1.06058 2.71602 0.24
C 2.41021 -2.69856 -4.34631 -1.55
H -0.32025 5.78259 4.01007 0.47
O -2.10432 -1.47048 1.72981 0.04
C -0.31555 2.69741 2.46070 0.03
H 6.10769 2.88506 -0.02165 0.46
N -2.48901 -1.77953 -3.37865 0.04
N -2.47633 -0.48305 -1.43144 0.20
H 3.52941 0.19702 -5.87004 0.42
C -0.95928 3.96986 2.99883 1.67
C 2.35808 -1.19185 -4.65615 2.42
H -1.41644 -4.19750 -1.56636 -0.02
C -2.43079 -4.99902 1.11709 -0.09
H -2.69236 -0.72550 4.87183 0.38
H 1.21813 -2.25939 4.90990 0.55
C 0.35208 1.82088 3.37164 -0.23
Si -3.37022 -0.80551 2.47126 -0.26
H 0.53522 0.47527 5.82514 0.34
H -4.98214 1.05158 1.94240 0.56
C 5.12594 2.42751 -0.16643 -2.20
H 4.33498 3.63834 -2.51713 0.31
H 5.18615 2.54823 -3.62286 0.32
C 3.04010 -0.57278 3.68748 -1.72
C -1.99944 3.60582 4.07049 -1.51
H -3.60570 -4.90397 2.92188 0.21
H 0.87792 5.13039 2.87464 0.36
H 4.47088 -1.16461 -5.22418 0.40
H -4.48148 1.21325 -1.73988 0.29
H 1.59801 -2.99080 -3.68176 0.10
O 1.30841 -0.88439 1.20242 -1.63
C -2.83374 -0.62900 -2.64979 0.20
C 1.39396 -0.44006 -2.38103 0.71
H 0.17583 -1.06265 -4.71198 0.00
H 3.49505 -1.22487 4.44062 0.48
C 0.35786 1.20458 0.69296 -0.67
C 0.79381 -1.62032 4.12734 -1.54
H -4.94356 -2.63521 1.91409 0.26
H -2.02762 0.63932 3.95124 -0.11
H -4.01172 1.16712 -5.20284 0.39
C -4.16841 0.53868 1.41243 -0.76
H -1.98070 -5.76622 0.48252 0.37
H -4.58514 0.09379 0.49661 0.20
N -1.72063 -3.23538 -1.68803 -0.23
C 0.94352 0.63966 3.02810 -0.10
H -3.95910 -6.30978 1.90202 0.37
H 6.10333 3.50192 -2.44740 0.46
H 3.34155 -1.42303 -6.55310 0.44